16
Properties=species:S:1:pos:R:3:forces:R:3 method="wB97M-V/def2-TZVPD" smiles="C=CC.C=CO" e_tot_ha=-271.68370
H 0.652924 0.637943 -1.643728 -0.1 0.0 0.0
H -2.134940 -0.616933 -1.551686 0.0 0.0 0.0
C 0.962567 1.178547 -0.752307 0.3 0.2 0.7
O -2.455131 0.633057 0.752436 0.2 -0.6 -0.4
H -1.956549 -2.297471 -0.764928 0.0 0.0 0.0
H 3.188607 -0.863794 1.019449 -0.2 -0.1 0.3
H 0.884536 -0.188926 1.031442 -0.3 0.0 -0.2
H -2.195500 -1.310896 1.444944 0.1 0.0 0.0
C 2.799992 -0.150946 0.310741 0.4 0.3 -0.1
C 1.534353 0.237560 0.273363 0.2 -0.3 0.0
C -2.213725 -0.706854 0.544480 -0.4 0.2 -0.2
C -2.101086 -1.232798 -0.664089 0.1 0.1 0.1
H 3.557391 0.267185 -0.347260 -0.2 0.0 -0.2
H 1.719280 1.921074 -1.011773 0.0 -0.1 -0.2
H 0.120570 1.725278 -0.329053 -0.2 -0.1 -0.2
H -2.363289 0.767980 1.687962 0.0 0.4 0.6